1.
{
  "formula": "C4H5F9Nb",
  "method": "ωB97M-V/def2-TZVPD",
  "homo_ev": -5.463,
  "orbital_gap_ev": 7.27,
  "charge": -1,
  "spin_multiplicity": 1,
  "max_force_ev_per_a": 5.5,
  "symbols": ["F", "C", "F", "F", "C", "F", "F", "C", "F", "F", "C", "F", "F", "Nb", "H", "H", "H", "H", "H"],
  "xyz": [[4.33681, 0.58768, 0.09919], [3.18240, -0.37999, -0.02052], [3.37073, -1.36631, 1.06556], [3.35071, -0.99077, -1.39147], [1.82407, 0.52957, 0.07980], [2.09920, 1.65793, 1.01451], [1.65691, 1.15939, -1.28398], [0.44575, -0.29463, 0.39833], [0.28770, -1.31794, -0.70068], [0.51054, -1.11770, 1.66472], [-0.90044, 0.64146, 0.55851], [-1.25141, 0.64338, 2.02800], [-0.71727, 2.06240, 0.18749], [-2.75595, -0.20484, -0.49789], [-2.19297, -1.91590, -0.33730], [-3.63988, -0.43766, 1.10425], [-3.46251, 1.47379, -0.52211], [-1.91339, 0.05972, -2.08162], [-4.23100, -0.78956, -1.36477]],
  "atomic_forces_ev_per_a": [[-3.6, -3.3, -0.4], [3.4, 0.2, -0.6], [-0.8, 3.3, -4.1], [-0.7, 1.7, 5.2], [0.3, 2.0, -1.3], [-1.1, -3.9, -2.8], [0.6, -2.0, 4.4], [-0.5, -1.5, 1.2], [0.8, 3.4, 3.3], [0.6, 2.4, -4.0], [0.6, 1.1, 1.4], [1.4, 0.3, -3.2], [0.6, -3.2, 1.1], [-0.6, -0.3, -0.4], [-0.3, -0.6, 0.6], [-0.2, 0.1, 0.0], [-0.5, 0.2, 0.5], [0.3, 0.2, -0.6], [0.1, 0.0, -0.4]]
}

---

2.
{
  "formula": "C4H5FN2",
  "method": "ωB97M-V/def2-TZVPD",
  "relative_energy_kcal_mol": 96.5,
  "homo_ev": [-9.696, -9.695],
  "orbital_gap_ev": [9.05, 9.05],
  "spin_multiplicity": 1,
  "max_force_ev_per_a": 9.5,
  "symbols": ["C", "C", "C", "C", "N", "N", "F", "H", "H", "H", "H", "H"],
  "xyz": [[1.25184, -1.49501, -1.72438], [0.60761, -0.57518, -0.82404], [-0.51674, -1.51787, -0.80487], [0.13989, 0.67776, 1.18497], [0.30149, -2.41517, -1.70741], [1.13155, 0.43729, 0.11330], [-0.94869, -1.95247, 0.37799], [2.18369, -1.47271, -2.16601], [-1.36821, -1.11619, -1.39429], [0.83695, 0.94177, 2.02722], [-0.53705, -0.19491, 1.32546], [-0.22999, 1.71960, 1.02131]],
  "atomic_forces_ev_per_a": [[-2.6, -0.9, 0.7], [4.2, 5.9, 6.1], [-1.7, 0.8, -2.3], [2.0, 1.2, 0.1], [1.4, 1.0, 0.8], [-3.5, -5.6, -5.2], [-0.1, -1.1, 0.6], [1.7, -0.2, -1.3], [0.1, -0.5, 0.4], [-0.9, -1.0, -0.1], [0.2, 1.4, 0.3], [-0.7, -1.0, -0.2]]
}

---

3.
{
  "formula": "C4H5FN2",
  "method": "ωB97M-V/def2-TZVPD",
  "relative_energy_kcal_mol": 32.9,
  "homo_ev": -8.590,
  "orbital_gap_ev": 9.32,
  "spin_multiplicity": 1,
  "max_force_ev_per_a": 3.9,
  "smiles": "Cn1cncc1F",
  "symbols": ["C", "N", "C", "N", "C", "C", "F", "H", "H", "H", "H", "H"],
  "xyz": [[-0.97988, 0.00925, -0.76506], [0.13775, 0.10623, 0.17753], [0.83806, -1.00800, 0.52963], [1.65830, -0.82350, 1.50611], [1.54268, 0.44846, 1.83858], [0.58529, 1.05896, 1.05155], [0.24750, 2.36635, 1.18907], [-0.54066, -0.00043, -1.69508], [-1.46300, -1.04065, -0.56725], [-1.72874, 0.87729, -0.54606], [0.85384, -1.96869, -0.08209], [1.99751, 0.83027, 2.76840]],
  "atomic_forces_ev_per_a": [[-2.2, -0.3, 3.2], [-0.4, 0.1, 0.2], [0.3, -2.4, -1.7], [0.8, -1.6, -0.1], [-0.7, 2.4, 1.6], [1.3, 0.5, 1.5], [-0.6, -1.2, -1.0], [0.3, 0.3, -2.4], [0.6, 2.2, -0.4], [1.4, -1.7, -0.7], [-0.6, 1.6, 0.9], [-0.2, 0.1, -1.0]]
}

---

4.
{
  "formula": "C4H5FN2",
  "method": "ωB97M-V/def2-TZVPD",
  "relative_energy_kcal_mol": 56.5,
  "homo_ev": -9.111,
  "orbital_gap_ev": 10.08,
  "spin_multiplicity": 1,
  "max_force_ev_per_a": 6.0,
  "symbols": ["C", "C", "C", "C", "N", "N", "F", "H", "H", "H", "H", "H"],
  "xyz": [[0.71494, -0.33681, -1.85337], [1.48656, -0.80503, -0.83687], [-0.33193, 0.16376, -0.11604], [-1.59512, 0.76631, 1.25278], [-0.45467, 0.19915, -1.37442], [0.82525, -0.36113, 0.33241], [-1.08557, 0.02454, 2.29635], [0.96877, -0.45447, -2.84465], [2.62414, -0.91194, -0.85055], [-2.58431, 0.50178, 1.04351], [-1.65781, 1.81524, 1.63209], [1.08975, -0.60141, 1.31875]],
  "atomic_forces_ev_per_a": [[-0.1, -0.8, 1.7], [2.1, 1.6, 0.9], [-3.2, 2.0, 4.7], [3.9, -0.4, -1.4], [-0.4, 0.4, -1.7], [0.9, -1.2, 0.8], [-0.3, -0.2, 0.4], [0.1, 0.1, -2.1], [-2.0, -0.5, 0.2], [-1.3, -1.1, -0.8], [0.9, -0.5, -1.0], [-0.7, 0.5, -1.7]]
}